#1
Here is a structure of composition C5H5NO from the OMol25 dataset. Energies are from ωB97M-V with the def2-TZVPD basis set.

Each line ends with the Mulliken charge.
Positions of all 12 atoms, in Å:
N  -1.51015  -1.94650  0.25299  -0.4711
C  -1.15984  -1.02302  0.94128  -0.1156
C  -0.88111  0.39575  0.66695  0.6100
O  0.17459  1.12720  1.19214  -0.3820
C  0.81152  1.15595  -0.10829  -0.1940
C  1.26619  -0.17850  -0.50087  -0.3377
C  -0.19794  0.19345  -0.75135  -0.6324
H  -1.83390  0.93001  0.67593  0.3146
H  1.15675  2.13184  -0.43136  0.3821
H  1.82322  -0.20828  -1.43615  0.2510
H  1.61139  -0.89415  0.24892  0.2116
H  -1.26072  -1.68375  -0.75019  0.3635

- frontier orbital gap (alpha / beta) (eV) = 8.3426 / 6.9554


#2
Here is the molecule C5H5NO from the OMol25 dataset. Energies are from ωB97M-V with the def2-TZVPD basis set.

Each line ends with the Mulliken charge.
Positions of all 12 atoms, in Å:
H  -2.43327  0.04142  0.42017  0.2425
N  -1.98104  0.92583  0.16892  -0.6321
C  -0.86786  0.70434  -0.39793  -0.1714
C  -0.28685  -0.62881  -0.84144  -0.3475
C  1.19271  -0.83421  -0.35169  -0.2403
C  1.66119  -0.21006  0.72602  -0.5598
C  1.26153  0.62307  1.65795  0.7378
O  1.16672  1.31036  2.59554  -0.3727
H  -0.27557  1.57318  -0.70559  0.4582
H  -0.99387  -1.42556  -0.52785  0.3002
H  -0.39691  -0.58028  -1.93778  0.2581
H  1.95321  -1.49930  -0.80633  0.3269

- frontier orbital gap (eV) = 8.5943
- SMILES = [H]/N=C\CC=C=C=O


Q: Which of them is the least stable? A: #1.


#1
Here is the molecule C5H5NO from the OMol25 dataset. Energies are from ωB97M-V with the def2-TZVPD basis set.

Each line ends with the Mulliken charge.
Positions of all 12 atoms, in Å:
C  3.12958  -0.00311  -0.34024  0.3170
C  2.05272  0.07409  0.19852  -0.4418
C  0.68695  0.09509  0.74047  0.2124
O  0.46918  0.22347  1.92869  -0.5457
C  -0.42303  0.10323  -0.29769  -0.1868
C  -1.93318  -0.42344  -0.36881  -0.3239
N  -1.57546  0.85659  0.14610  -0.4892
H  4.07136  -0.09163  -0.84477  0.4007
H  -0.02582  0.38248  -1.28027  0.2833
H  -2.61755  -0.97585  0.29187  0.2555
H  -2.28441  -0.49167  -1.40228  0.1995
H  -1.52834  0.68657  1.15823  0.3190

- frontier orbital gap (eV) = 9.2788
- SMILES = C#CC(=O)[C@H]1CN1


#2
Here is the molecule C5H5NO from the OMol25 dataset. Energies are from ωB97M-V with the def2-TZVPD basis set.

Each line ends with the Mulliken charge.
Positions of all 12 atoms, in Å:
C  1.11224  1.79947  -0.58754  -0.0160
C  1.03691  0.59975  -0.54742  -0.7227
C  0.38580  -0.69258  -0.35266  0.6341
C  1.07030  -1.51503  0.66245  0.0129
N  1.59252  -2.17100  1.45926  -0.3954
C  -1.12654  -0.36820  0.05920  -0.6185
O  -1.47955  0.98268  0.08353  -0.5258
H  1.13127  2.86347  -0.62129  0.3863
H  0.39152  -1.27899  -1.28124  0.2653
H  -1.32458  -0.84664  1.02339  0.3508
H  -1.77084  -0.80647  -0.70195  0.2946
H  -1.01906  1.43352  0.80428  0.3345

- frontier orbital gap (eV) = 11.3893
- SMILES = C#C[C@@H](C#N)CO


#3
Here is the molecule C5H5NO from the OMol25 dataset. Energies are from ωB97M-V with the def2-TZVPD basis set.

Each line ends with the Mulliken charge.
Positions of all 12 atoms, in Å:
O  0.40623  1.12999  -2.05104  -0.4562
C  0.43787  1.39040  -0.72866  -0.0653
C  1.16779  0.76188  0.17828  -0.0706
C  1.16622  -0.24256  1.03604  -0.5667
C  -0.10175  -0.95622  0.99797  0.6068
N  -0.85524  -1.88495  1.36924  -0.5328
C  -1.34768  -0.85986  0.29864  -0.4974
H  0.86928  0.29573  -2.21634  0.3501
H  -0.16556  2.25489  -0.46884  0.3272
H  1.97091  -0.52777  1.70128  0.4234
H  -2.10618  -0.14066  0.61115  0.2401
H  -1.44187  -1.22087  -0.72773  0.2413

- frontier orbital gap (eV) = 9.8405
- SMILES = OC=C=CC1=NC1


#4
Here is a structure of composition C5H5NO from the OMol25 dataset. Energies are from ωB97M-V with the def2-TZVPD basis set.

Each line ends with the Mulliken charge.
Positions of all 12 atoms, in Å:
O  -1.50435  -2.26998  -0.90059  -0.3184
C  -0.56781  -0.78521  0.58853  -0.2897
C  -0.34528  0.68689  0.64715  -0.2501
C  1.13237  0.90749  0.44486  -0.5245
C  0.27006  0.64882  -0.75374  -0.2594
C  -0.11956  -0.79467  -0.71369  0.3432
N  -0.60132  -1.72021  -1.56407  -0.3455
H  -0.67151  -1.52574  1.37769  0.3935
H  -1.00095  1.43841  1.07005  0.3827
H  1.83047  0.13746  0.76393  0.2226
H  1.44389  1.92990  0.61072  0.2662
H  0.13399  1.34684  -1.57085  0.3795

- frontier orbital gap (alpha / beta) (eV) = 7.7457 / 7.7437


Q: Which of them is the least stable? A: #4.